Arrangement P

A cluster of 3 separate species, C3H10O3 in total. Source: the OMol25 dataset; level of theory: the ωB97M-V functional and the def2-TZVPD basis.

Output
Net charge: 0
SMILES: C=CCO.O.O

Last column: natural (NBO) charge in e.
Positions of all 16 atoms, in Å:
C -0.349 -1.867 0.400  -0.422
C -0.524 -0.673 0.951  -0.216
C 0.502 -0.133 1.920  -0.133
O 1.137 -1.144 2.766  -0.710
H -0.637 -1.976 -0.634  0.216
H 0.262 -2.568 0.997  0.196
H -1.274 -0.004 0.682  0.202
H -0.150 0.293 2.738  0.187
H 1.301 0.509 1.297  0.221
H 0.403 -1.804 2.676  0.456
O 1.853 0.963 -1.478  -0.944
H 0.896 1.229 -1.458  0.480
H 1.951 0.120 -1.113  0.467
O -1.659 2.530 -2.969  -0.960
H -2.082 1.699 -2.844  0.474
H -1.628 2.825 -3.932  0.487

---

Arrangement Q

A cluster of 2 separate species, C3H10O3 in total. Source: the OMol25 dataset; level of theory: the ωB97M-V functional and the def2-TZVPD basis.

Output
Net charge: 0
SMILES: OCCCO.O

Last column: natural (NBO) charge in e.
Positions of all 16 atoms, in Å:
O 0.000 0.000 0.000  -0.728
C 1.217 0.763 -0.088  -0.058
C 0.997 2.168 0.580  -0.445
C 2.440 2.817 0.639  -0.072
O 2.425 4.134 1.282  -0.745
H 0.106 -0.769 -0.598  0.466
H 2.035 0.229 0.433  0.154
H 1.491 0.835 -1.158  0.158
H 0.262 2.770 0.013  0.219
H 0.548 1.927 1.563  0.213
H 3.171 2.284 1.277  0.164
H 2.897 2.946 -0.361  0.179
H 2.335 3.895 2.228  0.484
O 2.665 4.197 4.183  -0.952
H 2.940 5.130 4.333  0.484
H 3.356 3.660 4.632  0.479

---

Energetically preferred structure: arrangement Q | next structure: +188.1 kJ/mol

---

Arrangement P

An isolated molecule of C5H11N3. Source: the OMol25 dataset; level of theory: the ωB97M-V functional and the def2-TZVPD basis.

Output
Net charge: 0
SMILES: C=C[C@@]1(NC)N[C@H]1N

Last column: natural (NBO) charge in e.
Positions of all 19 atoms, in Å:
C 2.087 -0.384 -0.192  -0.389
C 1.219 0.040 0.715  -0.198
C -0.224 0.360 0.450  0.140
N -1.192 -0.656 0.861  -0.625
C -0.953 -2.002 0.368  -0.417
N -0.580 1.710 0.753  -0.688
C -0.626 0.980 -0.854  0.119
N 0.199 1.735 -1.632  -0.827
H 1.790 -0.612 -1.201  0.201
H 3.091 -0.678 0.084  0.200
H 1.521 0.284 1.726  0.205
H -1.235 -0.642 1.876  0.360
H -0.997 -1.992 -0.727  0.192
H -1.751 -2.657 0.744  0.204
H 0.020 -2.416 0.662  0.178
H -1.554 1.795 1.037  0.354
H -1.505 0.593 -1.368  0.213
H 0.933 2.144 -1.046  0.395
H -0.243 2.398 -2.256  0.381

---

Arrangement Q

An isolated molecule of C5H11N3. Source: the OMol25 dataset; level of theory: the ωB97M-V functional and the def2-TZVPD basis.

Output
Net charge: 0
SMILES: N[C@H]1[C@@H]2N[C@H]2C[C@@H]1N

Last column: natural (NBO) charge in e.
Positions of all 19 atoms, in Å:
N -1.033 2.027 0.250  -0.843
C -0.318 0.958 -0.391  -0.033
C 1.175 0.794 0.015  -0.090
N 2.505 0.356 -0.429  -0.540
C 1.432 -0.624 -0.340  -0.117
C 0.454 -1.319 0.597  -0.432
C -0.815 -0.446 0.297  -0.048
N -1.848 -0.983 -0.572  -0.827
H -1.998 1.807 0.282  0.364
H -0.938 2.939 -0.194  0.364
H -0.394 0.952 -1.493  0.180
H 1.200 0.961 1.147  0.159
H 3.142 0.451 0.383  0.363
H 1.133 -0.806 -1.342  0.168
H 0.348 -2.400 0.413  0.209
H 0.892 -1.238 1.608  0.215
H -1.265 -0.234 1.268  0.201
H -2.259 -1.804 -0.060  0.355
H -1.415 -1.392 -1.436  0.352

---

Arrangement R

A structure of composition C5H11N3. Source: the OMol25 dataset; level of theory: the ωB97M-V functional and the def2-TZVPD basis.

Output
Net charge: 0

Last column: natural (NBO) charge in e.
Positions of all 19 atoms, in Å:
C 1.487 -0.597 -0.446  -0.419
C -0.069 1.209 -0.969  -0.423
C -1.506 -1.633 -0.437  -0.692
N 0.312 0.171 0.003  -0.370
C -0.906 -0.655 0.526  0.332
C 0.462 0.774 1.616  0.341
N -1.107 -0.350 1.704  -0.482
N 0.478 2.009 1.879  -0.783
H -0.136 2.586 1.311  0.335
H 1.140 0.100 2.128  0.167
H 2.353 0.065 -0.499  0.222
H 1.305 -1.037 -1.428  0.205
H 1.683 -1.395 0.268  0.221
H -0.287 0.749 -1.934  0.207
H 0.743 1.927 -1.075  0.223
H -0.959 1.725 -0.610  0.225
H -2.305 -2.168 0.071  0.252
H -0.767 -2.355 -0.796  0.220
H -1.921 -1.125 -1.312  0.220

---

Energetically preferred structure: arrangement P | next structure: +74.9 kJ/mol

---

Arrangement P

An isolated molecule of C5H11N3. Source: the OMol25 dataset; level of theory: the ωB97M-V functional and the def2-TZVPD basis.

Output
Net charge: 0
SMILES: C/N=C\N/C=C/CN

Last column: natural (NBO) charge in e.
Positions of all 19 atoms, in Å:
C 0.708 -1.785 1.027  -0.467
N 1.646 -0.846 1.695  -0.476
C 1.410 0.383 1.932  0.257
N 0.451 1.247 1.509  -0.636
C -0.320 1.276 0.358  -0.030
C 0.064 0.713 -0.680  -0.247
C -0.876 0.615 -1.881  -0.235
N -1.518 -0.613 -2.068  -0.823
H 0.660 -2.940 1.050  0.225
H -0.410 -1.403 1.225  0.173
H 0.870 -1.663 -0.115  0.193
H 2.351 0.835 2.208  0.180
H 0.438 2.171 1.990  0.393
H -1.343 1.797 0.395  0.196
H 1.020 0.114 -0.601  0.205
H -0.496 1.120 -2.725  0.200
H -1.780 1.163 -1.525  0.176
H -0.871 -1.161 -2.485  0.346
H -2.004 -1.023 -1.308  0.369

---

Arrangement Q

A cluster of 2 separate species, C5H11N3 in total. Source: the OMol25 dataset; level of theory: the ωB97M-V functional and the def2-TZVPD basis.

Output
Net charge: 0

Last column: natural (NBO) charge in e.
Positions of all 19 atoms, in Å:
C 1.217 -2.579 -1.097  -0.026
C -0.520 2.239 0.707  -0.588
C -1.365 -0.159 1.627  -0.600
C 0.908 0.247 0.563  0.171
C -0.486 0.664 0.621  -0.291
N 0.795 -2.090 -2.105  -0.575
N 3.081 0.872 -0.051  -0.516
N 1.983 0.692 0.418  -0.016
H 1.229 -2.224 -0.124  0.154
H 0.333 2.555 1.319  0.209
H -1.435 2.584 1.323  0.210
H -0.493 2.621 -0.234  0.213
H -2.339 0.336 1.773  0.214
H -1.547 -1.233 1.330  0.223
H -0.950 -0.240 2.626  0.214
H 1.339 -3.714 -1.164  0.128
H -0.679 0.391 -0.337  0.230
H 0.765 -1.062 -1.945  0.316
H 3.733 1.058 0.683  0.329

---

Energetically preferred structure: arrangement P | next structure: +130.6 kJ/mol

---

Arrangement P

An isolated molecule of C5H11N3. Source: the OMol25 dataset; level of theory: the ωB97M-V functional and the def2-TZVPD basis.

Output
Net charge: 0
SMILES: N[C@@H]1[C@@H]2NCC[C@@]12N

Last column: natural (NBO) charge in e.
Positions of all 19 atoms, in Å:
N 2.487 -0.273 -0.434  -0.833
C 1.355 -0.505 0.557  -0.055
C 0.131 -1.062 -0.213  -0.268
N -1.054 -0.615 -1.137  -0.644
C -1.993 -0.132 -0.257  -0.211
C -1.037 0.582 0.955  -0.470
C 0.279 0.673 0.299  0.197
N 0.575 1.680 -0.664  -0.824
H 3.059 -1.283 -0.358  0.369
H 3.297 0.428 0.125  0.339
H 1.466 -0.793 1.814  0.251
H -0.349 -1.746 0.537  0.148
H -1.299 -1.531 -1.663  0.390
H -2.920 0.584 -0.529  0.213
H -2.391 -1.206 0.348  0.118
H -1.401 1.733 1.231  0.202
H -1.235 -0.195 1.789  0.261
H -0.349 1.971 -1.038  0.382
H 1.379 1.689 -1.361  0.433

---

Arrangement Q

An isolated molecule of C5H11N3. Source: the OMol25 dataset; level of theory: the ωB97M-V functional and the def2-TZVPD basis.

Output
Net charge: 0
SMILES: N[C@]12CNC[C@]1(N)C2

Last column: natural (NBO) charge in e.
Positions of all 19 atoms, in Å:
N -0.181 0.319 1.850  -0.857
C -0.279 0.737 0.474  0.043
C -1.439 0.013 -0.177  -0.253
N -0.894 -1.390 -0.499  -0.667
C 0.553 -1.347 -0.129  -0.243
C 0.879 0.171 -0.350  0.047
N 0.688 0.409 -1.781  -0.863
C 1.056 1.581 0.237  -0.332
H -0.433 1.114 2.457  0.372
H -0.836 -0.464 2.034  0.352
H -2.304 -0.087 0.462  0.196
H -1.685 0.501 -1.137  0.220
H -1.469 -2.013 0.089  0.364
H 0.661 -1.629 0.921  0.201
H 1.108 -2.106 -0.740  0.208
H 1.591 0.509 -2.236  0.367
H 0.171 -0.390 -2.189  0.373
H 1.163 2.446 -0.422  0.241
H 1.651 1.627 1.137  0.231

---

Arrangement R

An isolated molecule of C5H11N3. Source: the OMol25 dataset; level of theory: the ωB97M-V functional and the def2-TZVPD basis.

Output
Net charge: 0
SMILES: C/C(N)=C(N)/C=C/N

Last column: natural (NBO) charge in e.
Positions of all 19 atoms, in Å:
C -1.029 -0.111 -1.902  -0.663
C -0.056 -0.243 -0.757  0.091
N 1.301 -0.230 -1.201  -0.849
C -0.474 -0.803 0.474  0.109
N -1.520 -1.692 0.637  -0.813
C 0.132 -0.135 1.549  -0.415
C 0.465 1.164 1.139  0.074
N 1.534 1.875 1.633  -0.802
H -0.777 0.775 -2.493  0.225
H -2.056 0.000 -1.546  0.211
H -0.997 -0.971 -2.585  0.194
H 1.444 -0.910 -1.947  0.349
H 1.935 -0.456 -0.441  0.364
H -2.155 -1.527 1.405  0.376
H -1.957 -2.045 -0.201  0.379
H 0.382 -0.570 2.510  0.204
H -0.268 1.804 0.658  0.200
H 2.343 1.337 1.911  0.379
H 1.754 2.739 1.157  0.386

---

Energetically preferred structure: arrangement R | next structure: +162.6 kJ/mol

---

Arrangement P

The ion C5H9NO2 with charge -1. Source: the OMol25 dataset; level of theory: the ωB97M-V functional and the def2-TZVPD basis.

Output
Net charge: -1
Multiplicity: 2

Last column: Mulliken spin population.
Positions of all 17 atoms, in Å:
O -1.402 2.542 0.786  0.004
C -1.199 1.349 0.611  -0.040
N -0.004 0.792 0.960  -0.005
C 0.457 -0.565 0.682  0.267
C 1.733 -0.624 -0.161  0.051
C 1.567 -0.898 -1.628  0.573
O 2.517 -1.503 -2.266  0.229
C -2.249 0.463 0.013  0.052
H 0.447 1.317 1.691  -0.004
H 0.699 -1.063 1.628  -0.012
H -0.309 -1.125 0.157  -0.162
H 2.283 0.327 0.013  -0.011
H 2.396 -1.401 0.222  0.026
H 0.763 -0.425 -2.224  0.045
H -3.216 0.847 0.320  -0.008
H -2.297 0.552 -1.067  -0.004
H -2.187 -0.586 0.263  0.000

---

Arrangement Q

A cluster of 2 separate species, C5H9NO2 in total. Source: the OMol25 dataset; level of theory: the ωB97M-V functional and the def2-TZVPD basis.

Output
Net charge: -1
Multiplicity: 2

Last column: Mulliken spin population.
Positions of all 17 atoms, in Å:
O 0.145 2.644 1.107  0.002
C 1.089 2.702 0.292  -0.002
O 2.155 2.051 0.278  0.000
C -1.190 0.130 0.391  -0.078
C 0.194 -0.486 0.574  0.042
C 0.843 -1.111 -0.645  0.002
C 0.432 -2.200 -1.287  0.007
N -2.158 -0.914 0.047  0.958
H 0.940 3.423 -0.560  0.000
H -1.470 0.631 1.322  -0.006
H 0.098 -1.302 1.295  0.000
H 0.893 0.244 0.967  -0.001
H 1.755 -0.628 -0.991  0.002
H -0.597 -2.514 -1.131  0.006
H 1.071 -2.776 -1.941  0.000
H -2.952 -0.778 0.681  -0.017
H -1.249 0.885 -0.398  0.085

---

Energetically preferred structure: arrangement P | next structure: +40.5 kJ/mol